1.
DFT (wB97M-V/def2-TZVPD) results for a cluster of 2 separate species, C2H7PS3 in total at a distorted geometry.

Structure (XYZ):
```
13
Properties=species:S:1:pos:R:3:forces:R:3:lowdin_charge:R:1
S 0.61966 1.17019 -1.89117 -1.3 -1.2 -1.0 0.59
C -0.69168 0.13814 -1.81124 3.0 1.4 2.1 -1.46
S -1.84584 -0.17058 -2.93087 -3.0 -1.6 0.1 0.76
P -1.02928 -0.73402 -0.11813 -0.8 -0.3 -1.9 0.78
C -0.30876 0.54193 0.94197 1.4 -2.9 1.5 -0.90
S -0.77243 0.15233 2.67024 0.1 0.0 -0.2 0.62
H -1.34084 -0.00071 -4.10673 1.2 0.8 -1.2 -0.14
H -0.02915 -1.72670 -0.46051 -0.1 0.7 0.6 -0.03
H -0.69009 1.46144 0.73973 -1.1 2.6 -1.0 -0.01
H 0.76321 0.58696 0.88394 0.2 0.0 0.1 -0.04
H -2.06994 0.27355 2.37518 -0.2 -0.1 0.3 -0.16
H 1.96013 2.22945 0.44726 0.5 0.8 0.9 0.06
H 1.81063 1.74893 -0.06711 0.2 -0.3 -0.4 -0.07
```
Forces are in eV/Å.

Output
calculated total energy = -43979.113 eV
SMILES string = S=C(S)PCS.[H][H]
multiplicity = 1
LUMO = -0.77 eV
Kohn-Sham gap = 7.69 eV



2.
DFT (wB97M-V/def2-TZVPD) results for a cluster of 2 separate species, C6H6BrClSi in total at a distorted geometry.

Structure (XYZ):
```
15
Properties=species:S:1:pos:R:3:forces:R:3:lowdin_charge:R:1
C -1.05418 0.34050 0.98025 0.4 0.1 0.7 -0.13
C 0.29192 0.32058 1.23685 2.0 0.4 -1.1 -0.08
C -1.57114 -0.12205 -0.20187 -1.1 0.1 -1.7 -0.08
C 1.21579 -0.02960 0.19787 -1.3 0.8 0.5 -0.08
C -0.70841 -0.48380 -1.27708 -1.0 1.3 1.7 -0.10
C 0.58591 -0.31530 -0.96961 1.7 -0.8 -0.9 -0.05
Si 2.65096 0.29728 -3.74074 -0.1 0.8 2.0 -0.15
Cl 4.13577 1.69035 -3.17129 -0.7 -0.6 -0.4 0.10
Br 0.91249 1.23503 -4.68875 0.0 0.1 -0.4 0.24
H -1.55414 0.90428 1.75365 -1.1 -0.5 -0.2 0.11
H 0.57544 0.82756 2.14412 0.6 -0.3 0.2 0.10
H -2.65280 -0.02425 -0.38872 0.6 -0.2 0.1 0.11
H 2.27352 0.14806 0.09288 0.3 -0.1 1.0 0.09
H -0.98828 -0.48491 -2.29724 -0.8 -0.6 -0.8 0.08
H 3.29903 -0.74532 -4.47498 0.3 -0.5 -0.8 -0.14
```
Forces are in eV/Å.

Output
calculated total energy = -96759.758 eV
multiplicity = 1
LUMO (spin up / spin down) = -0.04 / -1.04 eV
Kohn-Sham gap (spin up / spin down) = 8.01 / 7.70 eV



3.
DFT (wB97M-V/def2-TZVPD) results for a structure of composition C10H14BIrN4S2 at a distorted geometry.

Structure (XYZ):
```
32
Properties=species:S:1:pos:R:3:forces:R:3:lowdin_spin:R:1
Ir 0.15770 -0.03670 0.09500 -0.6 1.3 2.6 0.15
C 4.31130 -0.06160 2.19240 0.2 -0.2 0.0 0.02
C 2.85650 -0.26370 1.92360 0.5 -0.5 -1.3 0.20
S 2.45730 -0.75950 0.31650 -1.3 1.4 0.4 0.14
C 1.91300 -0.15780 2.92500 -1.5 0.2 0.3 0.20
C 2.25100 0.00740 4.36900 -0.1 0.0 0.1 0.02
S 0.22390 -0.23050 2.62710 0.7 0.3 -3.0 0.20
H 4.88090 -0.02020 1.26760 0.0 0.0 0.0 0.00
H 4.70730 -0.87970 2.79540 0.0 -0.1 0.1 0.01
H 4.48750 0.85640 2.75030 -0.1 0.1 0.0 0.01
H 3.31810 0.04850 4.55650 0.1 0.0 0.0 0.00
H 1.83180 -0.82900 4.92990 0.0 0.0 0.1 0.01
H 1.78650 0.91580 4.75180 0.0 0.0 0.1 0.01
B -2.46320 2.45580 -0.07070 -1.2 1.1 0.0 0.00
N -2.79370 0.97410 -0.09770 -0.7 -0.8 0.1 0.00
C -4.07910 0.58050 -0.00680 0.7 0.0 -0.1 0.00
C -4.13230 -0.79440 -0.00590 0.8 -0.3 -0.1 0.00
C -2.79650 -1.18720 -0.11560 -0.6 -0.4 0.1 0.01
N -2.00590 -0.11280 -0.17020 1.6 1.0 0.3 0.01
N -1.01020 2.89140 -0.08030 0.5 0.4 0.1 0.00
C -0.65950 4.19000 -0.01520 0.1 -0.8 0.0 0.01
C 0.71500 4.28310 -0.01790 0.4 -0.7 -0.1 0.00
C 1.15050 2.96150 -0.09180 0.7 0.6 0.1 0.00
N 0.09720 2.14570 -0.13250 -0.2 -2.6 0.3 0.00
H -3.01620 2.98550 -0.99140 0.1 0.0 -0.4 0.00
H -2.96920 2.91550 0.91290 0.1 0.0 0.4 0.00
H -4.87770 1.29150 0.04610 0.0 0.3 0.0 0.00
H -4.99870 -1.41780 0.06920 -0.1 -0.1 -0.1 0.00
H -2.39970 -2.18220 -0.15810 0.2 -0.2 0.0 0.00
H -1.39610 4.96430 0.03120 -0.3 0.0 0.0 0.00
H 1.32000 5.16480 0.02800 0.1 0.1 0.0 0.00
H 2.15370 2.57960 -0.12220 0.1 -0.1 0.0 0.00
```
Forces are in eV/Å.

Output
calculated total energy = -41735.401 eV
total charge = +1
multiplicity = 2
LUMO (spin up / spin down) = -6.14 / -6.67 eV
Kohn-Sham gap (spin up / spin down) = 5.34 / 4.81 eV



4.
DFT (wB97M-V/def2-TZVPD) results for the molecule C3H3F3 at a distorted geometry.

Structure (XYZ):
```
9
Properties=species:S:1:pos:R:3:forces:R:3:lowdin_spin:R:1
C -1.45673 -0.38959 0.14556 -4.7 -8.1 2.3 0.86
C -0.60467 0.57807 -0.03075 11.9 8.2 -1.1 0.89
C 1.21083 0.09540 0.00824 -2.6 1.1 -1.0 0.06
F 1.27082 -1.08993 0.62375 0.3 0.4 -0.4 0.00
F 1.73664 0.00026 -1.25929 -0.4 -0.2 1.3 0.02
F 2.01788 0.97359 0.69099 -1.4 -0.9 -0.8 0.01
H -2.39396 -0.39757 -0.23626 -2.6 0.2 -2.0 0.07
H -1.21276 -1.41733 0.42764 0.3 0.7 0.7 0.05
H -0.56804 1.64709 -0.36987 -0.8 -1.4 0.8 0.04
```
Forces are in eV/Å.

Output
calculated total energy = -11305.608 eV
multiplicity = 3
LUMO (spin up / spin down) = 1.02 / -3.04 eV
Kohn-Sham gap (spin up / spin down) = 7.44 / 8.39 eV



5.
DFT (wB97M-V/def2-TZVPD) results for a structure of composition C28H56Cl12Ga at a distorted geometry.

Structure (XYZ):
```
97
Properties=species:S:1:pos:R:3:forces:R:3:lowdin_charge:R:1
C 0.88660 -1.69087 4.44829 0.6 -0.1 -0.2 -0.11
C 2.33777 -1.46552 3.95519 -0.5 0.2 0.8 -0.26
C 2.50393 -0.07554 3.34519 0.2 -0.7 -0.1 -0.22
C 1.70396 0.02992 2.03718 0.0 0.6 0.2 -0.18
C 0.76134 1.25697 1.95561 0.6 -0.4 -0.1 -0.19
C 1.36283 2.44278 1.17059 -0.2 -0.1 -0.5 -0.18
C 0.54568 2.87806 -0.06256 -0.1 0.8 0.2 -0.19
C -0.42078 4.04387 0.27065 -0.1 -1.3 0.3 -0.20
C -1.76244 3.41401 0.72746 0.4 1.4 -1.0 -0.20
C -2.66724 3.12105 -0.49217 0.5 -0.8 0.0 -0.18
C -3.10621 1.65060 -0.66189 -1.0 0.6 0.3 -0.19
C -3.35552 0.89616 0.64952 0.2 -0.9 -0.4 -0.22
C -4.63079 0.03823 0.72349 0.7 -0.1 0.3 -0.26
C -4.46936 -1.41736 0.29206 -0.8 0.2 -0.7 -0.20
C -4.17697 -1.67331 -1.19667 0.6 -0.7 -0.1 -0.20
C -3.24848 -2.89008 -1.40702 -0.2 0.2 0.7 -0.22
C -1.78031 -2.63059 -1.07383 -0.4 0.6 -0.5 -0.20
C -1.12931 -1.54762 -1.96710 0.7 -0.9 0.2 -0.21
C 0.17863 -2.03059 -2.64425 0.1 1.1 0.5 -0.32
C 1.24285 -0.93117 -2.75101 0.4 -0.3 -1.0 -0.33
Ga 3.07272 -1.79942 -3.14750 -0.8 -0.2 0.3 0.32
C 4.33606 -0.43457 -4.02715 -1.0 -1.5 -1.5 -0.74
Cl 4.38969 -0.43308 -5.81173 -0.2 -0.1 0.2 0.49
C 5.09549 0.42721 -3.42954 0.9 0.9 0.9 -0.88
C 5.19691 0.52620 -1.94917 0.6 0.5 0.0 -0.15
Cl 6.11080 1.59374 -4.28774 0.1 0.2 0.2 0.58
H 0.26706 -0.85788 4.13061 -0.3 0.0 0.0 0.04
H 0.48054 -2.61312 4.05105 -0.3 -0.1 -0.1 0.07
H 0.84841 -1.77808 5.52962 -0.1 0.1 0.2 0.06
H 2.99585 -1.56040 4.81869 0.2 -0.1 0.0 0.09
H 2.61892 -2.24063 3.25032 0.1 0.0 -0.2 0.10
H 3.57369 0.06164 3.20059 0.1 0.4 -0.2 0.10
H 2.17595 0.66793 4.07445 0.0 0.1 0.0 0.09
H 1.14928 -0.89660 1.91125 -0.2 0.0 -0.1 0.10
H 2.38534 0.08475 1.20055 0.2 -0.2 -0.3 0.10
H 0.53692 1.55822 2.97566 -0.4 0.0 -0.1 0.04
H -0.14508 0.91897 1.46040 -0.3 0.1 0.1 0.09
H 1.48381 3.32245 1.79904 0.2 0.0 0.2 0.10
H 2.34831 2.15624 0.82009 0.3 0.0 0.1 0.10
H -0.04575 2.03149 -0.39845 0.0 -0.2 -0.4 0.10
H 1.18001 3.18564 -0.89082 0.3 -0.2 0.0 0.11
H -0.55283 4.68895 -0.59194 -0.1 0.2 0.0 0.10
H 0.01142 4.60687 1.09353 0.1 0.3 0.0 0.09
H -1.47873 2.52882 1.27631 -0.4 -0.1 0.4 0.07
H -2.25748 4.15050 1.35396 -0.2 -0.2 0.5 0.10
H -3.54180 3.76567 -0.50394 -0.2 0.1 0.3 0.10
H -2.11530 3.37788 -1.39230 0.1 0.2 -0.2 0.10
H -2.43583 1.10756 -1.31224 0.4 -0.1 0.0 0.08
H -4.05415 1.67205 -1.20328 -0.1 0.0 -0.2 0.10
H -2.51987 0.20197 0.76951 0.2 0.0 0.3 0.10
H -3.32899 1.54273 1.51987 0.0 0.3 0.0 0.06
H -5.44752 0.52487 0.19170 -0.1 0.0 -0.1 0.09
H -4.91138 0.01721 1.77388 -0.2 0.0 0.1 0.06
H -5.43711 -1.88704 0.47848 0.0 -0.2 0.2 0.10
H -3.76268 -1.95264 0.91795 0.4 0.2 0.2 0.10
H -3.71556 -0.83987 -1.71553 -0.1 0.4 0.1 0.08
H -5.10448 -1.90669 -1.71687 -0.2 0.2 -0.1 0.10
H -3.61028 -3.66484 -0.72512 -0.1 -0.3 -0.2 0.10
H -3.33554 -3.25956 -2.42586 0.0 -0.1 -0.2 0.11
H -1.22247 -3.56095 -1.15297 0.1 -0.1 0.0 0.10
H -1.71206 -2.30256 -0.03801 0.0 -0.1 0.2 0.09
H -1.82317 -1.20378 -2.72964 -0.1 0.2 0.0 0.10
H -0.83826 -0.71755 -1.33001 -0.2 0.4 0.0 0.08
H 0.60753 -2.83761 -2.05166 -0.1 -0.4 -0.1 0.08
H -0.02646 -2.35061 -3.65917 0.0 -0.6 -0.1 0.09
H 0.99860 -0.28290 -3.59756 -0.1 0.2 0.0 0.04
H 1.26422 -0.30470 -1.87091 0.0 0.2 0.5 0.02
H 2.77049 -3.06266 -4.09640 0.2 0.2 -0.1 -0.08
H 3.64558 -2.33467 -1.73478 0.2 0.1 0.0 -0.08
H 4.63245 -0.24895 -1.44872 -0.3 0.0 0.0 0.02
H 6.23808 0.41941 -1.64196 0.2 0.0 0.0 0.07
H 4.89753 1.52996 -1.65488 -0.2 0.0 0.3 0.07
C 7.78206 -1.43397 -4.65539 -0.1 0.0 0.0 -1.01
Cl 7.98988 -3.04939 -3.95918 -0.1 0.0 0.0 0.53
Cl 9.32495 -0.77944 -5.23808 0.0 0.1 -0.1 0.52
H 7.09017 -1.49608 -5.48714 0.0 0.0 0.0 0.00
H 7.38731 -0.77278 -3.89591 0.1 0.0 0.0 -0.02
C -7.11008 1.87942 3.30917 0.0 0.1 0.0 -0.99
Cl -7.76867 0.48981 2.43420 -0.1 0.0 0.0 0.53
Cl -5.74613 2.61817 2.46099 -0.1 0.1 0.1 0.58
H -7.89265 2.62121 3.41686 0.0 0.0 -0.1 0.02
H -6.77353 1.54659 4.28411 0.1 -0.1 -0.1 0.03
C -0.29532 1.56174 5.97575 0.1 0.0 0.0 -1.01
Cl -1.72446 0.53046 6.11370 0.0 0.0 0.0 0.51
Cl -0.58388 2.93613 4.90412 0.0 0.1 0.1 0.54
H -0.04154 1.93624 6.96043 -0.1 0.0 0.0 0.02
H 0.52224 0.97195 5.57481 -0.1 0.0 -0.1 -0.01
C 11.41258 -2.72681 -3.03400 0.0 0.0 0.0 -1.06
Cl 12.03128 -4.36678 -3.28140 0.0 0.0 0.0 0.49
Cl 12.51902 -1.75988 -2.04429 0.0 0.0 0.0 0.49
H 11.29629 -2.24808 -3.99691 0.1 0.0 0.0 -0.03
H 10.45530 -2.78634 -2.53235 0.0 0.0 0.1 -0.01
C -10.41598 0.02772 -0.16370 0.1 0.1 0.0 -1.04
Cl -9.89727 -1.54880 0.43895 0.0 0.0 0.0 0.49
Cl -12.16492 0.08935 -0.42568 0.0 0.1 0.0 0.49
H -10.14570 0.78221 0.56599 0.0 -0.1 0.1 0.00
H -9.91604 0.22075 -1.10547 0.0 -0.1 0.0 0.03
```
Forces are in eV/Å.

Output
calculated total energy = -232589.967 eV
total charge = -1
multiplicity = 1
LUMO = 1.56 eV
Kohn-Sham gap = 6.62 eV



6.
DFT (wB97M-V/def2-TZVPD) results for a structure of composition C34H53BrN2P2Sr at a distorted geometry.

Structure (XYZ):
```
93
Properties=species:S:1:pos:R:3:forces:R:3:lowdin_charge:R:1
N -6.88873 5.61567 -6.21438 -0.1 0.3 -0.1 0.06
C -6.70071 6.23196 -5.04551 0.5 -0.8 0.2 -0.13
C -5.87964 5.70378 -4.03410 0.2 -0.4 -0.3 -0.01
C -5.20852 4.47649 -4.25247 -0.8 0.3 -1.2 -0.21
C -5.47748 3.82192 -5.47969 -0.4 0.7 -0.1 -0.02
C -6.29770 4.44302 -6.43477 0.5 -0.2 0.9 -0.13
C -4.25294 3.88945 -3.31493 0.8 -0.8 -0.2 -0.02
Sr 0.43207 1.16606 1.11937 -0.6 -0.4 0.8 1.13
P 6.21363 -0.75529 -0.52682 -3.7 0.3 -0.5 1.21
C -3.42552 2.86414 -3.66627 -1.1 1.3 -0.2 -0.05
C -2.48454 2.20659 -2.79127 0.6 -0.5 0.5 -0.21
C -1.38342 1.50655 -3.34055 0.1 0.3 0.4 0.00
C -0.45681 0.87002 -2.49750 -0.5 0.0 -0.8 -0.14
C -0.75457 0.79646 -1.15351 0.7 0.8 0.5 -0.30
C -1.73227 1.59071 -0.56095 -0.9 0.1 -0.5 -0.20
C -2.63467 2.27248 -1.39871 0.6 -0.2 0.2 0.00
Br 1.96572 -1.10568 1.83256 0.9 0.0 0.2 0.03
H -4.19433 4.35257 -2.32483 0.0 -0.2 -0.2 0.12
H -3.42237 2.51836 -4.70373 0.0 0.1 0.4 0.11
H -5.76835 6.25423 -3.10213 0.1 -0.1 -0.1 0.11
H -5.06603 2.84352 -5.71554 -0.1 0.2 0.1 0.10
H -7.21167 7.18436 -4.90260 0.1 -0.2 0.0 0.11
H -6.46566 3.96436 -7.40357 -0.1 0.2 0.3 0.11
H -1.24533 1.50632 -4.42725 0.0 0.1 0.4 0.13
H -3.46449 2.84254 -0.98066 0.3 -0.2 0.0 0.12
H 0.45512 0.42413 -2.91038 -0.5 0.1 0.1 0.10
H -1.88073 1.69957 0.53002 -0.2 -0.4 -0.5 0.04
P -0.36166 -1.77050 -0.38159 -0.6 -0.9 -0.7 0.93
C 5.64880 0.98290 -0.33966 1.0 0.2 0.5 -0.37
C 6.76501 1.93070 -0.78530 0.1 0.4 -0.1 -0.15
H 5.38692 1.13616 0.71541 0.1 -0.1 -0.2 0.09
H 4.74238 1.11561 -0.94368 0.1 -0.3 0.1 0.10
H 6.58887 2.93916 -0.40180 0.1 -0.1 -0.1 0.08
H 7.73927 1.59336 -0.41367 -0.2 0.2 0.0 0.07
H 6.82154 1.99611 -1.87704 0.0 0.0 0.2 0.08
C 5.42999 -1.20923 -2.13185 1.1 0.1 -0.5 -0.37
C 6.17116 -2.36064 -2.80691 0.0 -0.3 -0.3 -0.14
H 5.45054 -0.30963 -2.76102 0.1 -0.2 0.1 0.09
H 4.38070 -1.46779 -1.93837 0.2 0.2 0.3 0.09
H 5.87891 -2.43256 -3.85845 0.1 0.0 0.2 0.09
H 7.25474 -2.20897 -2.76650 -0.2 -0.1 -0.1 0.08
H 5.94394 -3.32023 -2.33239 0.1 0.1 0.0 0.08
C 5.17501 -1.68696 0.65492 1.1 -0.8 0.4 -0.43
C 5.90662 -1.96081 1.96738 -0.1 -0.2 0.4 -0.14
H 4.86756 -2.62306 0.16703 0.2 0.2 0.1 0.10
H 4.26923 -1.09025 0.83030 0.1 0.2 -0.3 -0.05
H 5.31548 -2.64506 2.58457 0.1 0.2 -0.1 0.08
H 6.88536 -2.41980 1.78661 -0.2 0.0 0.1 0.08
H 6.05471 -1.03885 2.54066 0.0 -0.1 -0.1 0.08
C -0.27202 -3.30064 0.69697 0.3 0.4 0.9 -0.43
C -1.38158 -4.34457 0.69993 -0.2 -0.1 -0.1 -0.13
H -0.14770 -2.89493 1.71054 0.0 -0.3 -0.1 0.01
H 0.68340 -3.78354 0.44772 -0.2 0.2 0.1 0.06
H -2.31760 -3.96285 1.12212 0.2 0.0 -0.2 0.07
H -1.58384 -4.76365 -0.29226 0.0 0.1 0.2 0.08
H -1.06323 -5.17639 1.34180 -0.1 0.1 -0.2 0.08
C 0.80822 -2.30642 -1.72520 0.3 0.3 0.2 -0.39
C 0.27893 -2.33425 -3.15550 0.1 -0.1 -0.3 -0.14
H 1.17016 -3.30380 -1.43525 0.0 0.3 -0.2 0.08
H 1.66533 -1.62201 -1.64370 0.0 -0.2 -0.1 0.05
H -0.48140 -3.10992 -3.30090 0.2 0.2 0.1 0.08
H -0.14271 -1.37559 -3.47117 0.0 -0.4 0.1 0.04
H 1.11038 -2.55203 -3.83641 -0.2 -0.1 0.1 0.08
C -1.98636 -1.97688 -1.19649 0.0 0.1 -0.2 -0.40
C -3.15845 -1.62759 -0.27832 -0.5 0.1 0.1 -0.13
H -2.05405 -3.00644 -1.57428 -0.1 0.3 0.0 0.08
H -1.97526 -1.29858 -2.05584 -0.1 -0.3 0.1 0.07
H -3.86255 -0.96808 -0.80371 0.1 -0.2 0.2 0.08
H -3.71220 -2.52699 0.02312 0.2 0.3 0.0 0.08
H -2.85053 -1.09786 0.63428 0.0 -0.2 -0.2 0.04
C 0.01638 -1.96556 5.15257 0.0 -0.4 0.0 0.01
N 0.51879 -0.68964 5.73719 0.1 0.2 0.3 -0.19
C 1.92716 -0.82981 6.22239 0.0 0.1 0.0 0.01
C 0.35013 0.48541 4.77212 0.2 0.1 0.4 -0.13
C -1.09895 0.61795 4.41025 -1.4 0.3 1.1 -0.33
C -2.05690 0.65879 5.46095 0.5 -0.1 -0.5 -0.06
C -3.41576 0.61253 5.15609 0.0 0.1 0.2 -0.08
C -3.82579 0.57770 3.82393 0.3 -0.1 -0.7 -0.07
C -2.86266 0.61847 2.78450 -1.7 0.2 1.3 -0.17
C -1.52473 0.66295 3.09514 2.5 0.1 -2.0 -0.18
H 0.54499 -2.14199 4.20755 -0.2 0.1 0.2 0.06
H -1.06069 -1.88131 4.98805 0.3 0.0 0.0 0.11
H 0.23007 -2.77203 5.86807 -0.1 0.3 -0.3 0.11
H -0.06924 -0.48779 6.56299 0.2 0.0 -0.5 0.17
H 2.57518 -1.05149 5.36767 -0.2 0.0 0.2 0.10
H 2.22790 0.11262 6.69443 0.0 -0.3 -0.1 0.11
H 1.96070 -1.64659 6.95206 0.1 0.2 -0.2 0.11
H 0.75183 1.36056 5.30728 -0.1 -0.2 -0.1 0.14
H 1.00635 0.26059 3.91488 -0.4 0.0 0.3 0.01
H -1.73795 0.73388 6.50790 -0.2 0.0 -0.2 0.11
H -4.15483 0.61199 5.96308 0.3 0.0 -0.3 0.11
H -4.88882 0.52661 3.58211 0.3 0.0 0.1 0.11
H -3.22520 0.62516 1.75287 0.1 0.1 0.3 0.06
```
Forces are in eV/Å.

Output
calculated total energy = -128536.329 eV
total charge = +2
multiplicity = 1
LUMO (spin up / spin down) = -5.98 / -8.97 eV
Kohn-Sham gap (spin up / spin down) = 5.90 / 2.90 eV